No. 1
{
  "formula": "C3H7NO2S2",
  "method": "wB97M-V/def2-TZVPD",
  "multiplicity": 1,
  "total_charge": 0,
  "relative_energy_kcal_mol": 108.9,
  "homo_lumo_gap_ev": [7.290, 7.289],
  "energy_ha": -1119.9667,
  "homo_energy_ha": [-0.3121, -0.3121],
  "species": ["C", "C", "C", "N", "O", "O", "S", "S", "H", "H", "H", "H", "H", "H", "H"],
  "positions_angstrom": [[-0.284168, 0.867381, 0.197686], [1.398029, -1.233073, -0.599194], [1.145960, 0.897110, 0.590921], [1.734452, -0.480940, 0.616964], [-3.578291, 0.407711, -0.027862], [-2.969173, -2.002394, -0.372751], [-1.166335, 2.277688, -0.202687], [-3.132850, -0.855155, 0.548967], [0.271288, -1.421398, -0.475053], [1.444040, -0.533814, -1.579726], [1.988995, -2.155331, -0.513692], [1.087208, 1.302131, 1.660414], [1.675279, 1.484064, -0.123017], [-2.315188, 1.645711, -0.369681], [2.700761, -0.199692, 0.648713]],
  "forces_ev_per_a": [[-1.590, 0.711, 0.089], [-1.732, 1.611, -0.199], [-1.922, -1.047, 1.015], [-0.431, 1.632, 0.178], [-0.019, -1.324, 0.550], [-0.372, 2.400, 1.935], [2.296, -0.902, 0.566], [0.393, -1.272, -2.486], [1.735, -0.234, -0.453], [0.478, -1.893, 1.698], [-0.289, 0.308, -0.935], [0.523, -0.169, -1.349], [0.838, 1.117, -0.306], [-0.579, -0.061, -0.187], [0.673, -0.876, -0.115]]
}

=====

No. 2
{
  "formula": "C27H31ClN4O8Rh",
  "method": "wB97M-V/def2-TZVPD",
  "multiplicity": 5,
  "total_charge": -1,
  "relative_energy_kcal_mol": 0.0,
  "homo_lumo_gap_ev": [3.964, 6.713],
  "s2": 6.063,
  "energy_ha": -2439.0521,
  "homo_energy_ha": [-0.0679, -0.2154],
  "species": ["Rh", "Cl", "N", "N", "C", "C", "C", "C", "C", "C", "H", "H", "H", "H", "H", "H", "C", "C", "C", "C", "H", "H", "H", "H", "H", "H", "O", "H", "H", "O", "H", "H", "C", "C", "C", "H", "H", "C", "C", "H", "C", "C", "C", "C", "H", "C", "H", "H", "H", "H", "H", "H", "H", "H", "O", "C", "O", "C", "C", "C", "C", "C", "C", "N", "O", "O", "N", "O", "O", "H", "H", "H"],
  "positions_angstrom": [[0.765899, 0.509065, -0.452805], [1.441790, 2.693448, -0.704454], [-0.846808, 0.771881, -1.759234], [2.059254, 0.222953, 1.183357], [-0.975271, 0.084495, -2.865887], [3.200426, -0.407849, 1.109148], [-1.985902, 1.708081, -1.628534], [-2.946049, 1.153690, -2.680919], [-1.586990, 3.122941, -2.009280], [-2.597131, 1.716626, -0.241544], [-1.028272, 3.120365, -2.952331], [-0.957895, 3.565196, -1.233292], [-2.505525, 3.708975, -2.136059], [-3.010094, 0.728208, -0.013985], [-3.409351, 2.454586, -0.220642], [-1.850460, 1.994544, 0.509009], [1.858826, 0.710516, 2.566925], [3.253685, 0.540384, 3.158104], [0.891852, -0.176217, 3.337746], [1.357226, 2.139884, 2.587876], [2.002122, 2.765711, 1.964748], [1.349323, 2.495969, 3.626127], [0.337139, 2.177394, 2.190015], [1.263576, -1.208501, 3.350321], [-0.095051, -0.152795, 2.867281], [0.815899, 0.189907, 4.370825], [3.987018, -0.262810, 2.171862], [3.279812, -0.021522, 4.100441], [3.792634, 1.488035, 3.273160], [-2.115381, 0.281636, -3.517629], [-3.386983, 1.901524, -3.349164], [-3.737950, 0.530780, -2.242738], [0.054335, -0.808440, -3.458216], [3.681442, -1.207205, -0.044139], [3.167420, -0.524536, -1.260072], [3.226654, -2.203040, 0.052108], [4.769595, -1.281621, -0.009501], [1.837132, -0.855133, -1.702124], [1.374572, -0.327179, -2.959266], [1.325537, -1.737577, -1.285923], [2.128419, 0.632491, -3.617212], [3.363422, 1.017537, -3.091978], [1.625617, 1.293510, -4.870841], [3.888809, 0.449312, -1.930816], [3.947295, 1.777040, -3.618052], [5.211648, 0.924139, -1.395108], [5.680648, 1.592140, -2.122856], [5.894488, 0.091323, -1.204671], [5.103762, 1.483954, -0.457874], [1.282537, 0.565089, -5.610902], [2.435542, 1.881497, -5.313830], [0.795586, 1.983058, -4.672042], [-0.028728, -0.783302, -4.548449], [-0.158623, -1.812516, -3.071310], [-1.029056, -2.334336, -0.654889], [-1.236597, -1.661680, 0.364981], [-0.635682, -0.577466, 0.765148], [-2.326540, -2.044804, 1.356617], [-2.747661, -1.113857, 2.316032], [-3.713601, -1.464202, 3.283767], [-4.294480, -2.735925, 3.285237], [-3.885302, -3.655343, 2.307924], [-2.906945, -3.321119, 1.341865], [-4.492955, -4.962306, 2.285490], [-5.362995, -5.233014, 3.144524], [-4.128920, -5.766787, 1.408651], [-4.071858, -0.490846, 4.284172], [-3.506286, 0.625941, 4.259467], [-4.926697, -0.801158, 5.138124], [-2.315980, -0.117329, 2.327573], [-5.049007, -2.994724, 4.023313], [-2.597913, -4.048686, 0.596626]],
  "forces_ev_per_a": [[-0.773, 0.058, 1.738], [0.494, 1.609, -0.382], [-0.617, -0.897, -2.702], [2.115, -1.710, 0.333], [-0.775, 1.984, 2.110], [-1.939, 1.961, 1.321], [-0.208, -0.085, -0.247], [-0.224, -0.643, -0.393], [0.304, 0.206, -0.095], [-0.195, -0.301, -0.028], [-0.059, 0.103, 0.106], [-0.108, 0.018, -0.231], [0.190, 0.013, 0.051], [0.124, 0.198, 0.238], [0.132, -0.138, 0.081], [-0.150, -0.103, -0.072], [-0.032, -0.163, 0.217], [0.860, -0.004, -0.094], [-0.285, -0.220, -0.158], [0.219, 0.137, -0.042], [-0.190, 0.071, 0.175], [-0.053, 0.013, -0.223], [0.179, 0.077, 0.098], [-0.181, 0.089, 0.027], [0.195, -0.149, 0.223], [0.018, -0.090, -0.212], [0.401, -0.388, 0.588], [-0.085, 0.214, -0.265], [-0.013, -0.167, -0.059], [-0.521, -0.004, -0.452], [0.132, -0.126, 0.220], [0.202, 0.085, -0.129], [-0.383, 0.042, 0.341], [-0.198, 0.040, 0.396], [-1.026, -0.390, -1.332], [0.259, 0.112, -0.051], [-0.163, -0.064, 0.000], [1.479, -0.726, -1.798], [0.871, -0.806, 1.261], [0.158, 0.262, -0.152], [0.292, 0.314, -0.170], [-0.255, -0.229, -0.063], [0.119, 0.171, -0.147], [0.168, 0.028, 0.156], [-0.197, -0.173, 0.184], [0.176, 0.136, -0.154], [0.028, -0.087, 0.143], [0.010, 0.094, -0.036], [-0.110, -0.101, -0.112], [0.049, 0.090, 0.020], [-0.187, -0.083, -0.040], [0.076, -0.149, 0.073], [-0.047, -0.079, 0.218], [0.031, 0.045, -0.191], [0.385, 0.693, 0.406], [-0.725, 0.346, 0.768], [-0.089, -0.925, -1.180], [-0.679, -0.233, 0.597], [0.630, -0.047, -0.633], [-0.271, 1.070, 0.936], [0.006, -0.686, -0.434], [0.127, 1.242, 0.410], [0.255, -0.238, -0.374], [-0.762, -1.070, 0.279], [1.194, 0.209, -1.253], [-0.475, 0.879, 1.068], [0.420, -1.435, -1.340], [0.204, 0.309, -0.098], [-0.456, -0.151, 0.450], [-0.206, -0.296, 0.106], [0.235, 0.075, -0.193], [-0.102, 0.164, 0.198]]
}